Entry 1:
# C18H30Ba2N2O8S2

A molecular structure, C18H30Ba2N2O8S2 at a distorted geometry (ωB97M-V/def2-TZVPD, OMol25).

Values from the calculation:
Spin multiplicity   1
Kohn-Sham gap   0.114 Eh
ΔE to the lowest compared entry with this formula, charge and spin   51.8 kcal per mole
Charge   +2
E_tot   -61546.851 eV

Geometry (Å):
Ba  21.4409  12.6831  24.2855
Ba  24.7929  14.6208  23.0486
O  24.3377  12.3106  24.6875
C  24.5621  10.9436  24.5382
C  23.3316  9.8022  24.6251
O  22.2807  9.8343  23.6561
H  25.2480  10.5642  25.2957
H  25.3003  10.6549  23.7900
H  22.8734  9.7843  25.6140
H  23.6517  8.7765  24.8080
O  27.5054  10.7222  28.2165
S  28.2868  10.7792  27.0385
O  29.6797  10.4150  27.0690
O  27.5170  9.7697  25.9798
C  28.3741  9.1836  24.9775
C  27.8380  9.7242  23.6036
C  28.0423  12.4220  26.0499
H  28.4052  8.0940  24.9701
H  29.4234  9.4713  25.0432
H  27.6784  10.8018  23.5673
H  26.8629  9.2618  23.4508
H  28.3827  9.3769  22.7257
H  26.9794  12.6260  25.9205
H  28.6910  12.4872  25.1763
H  28.3753  13.1707  26.7687
O  21.0136  3.8227  23.8151
S  21.3021  5.1940  24.2971
O  20.2090  6.1833  24.5092
O  22.0205  4.7477  25.7580
C  21.7021  5.5275  26.9373
C  22.9556  5.4222  27.8996
C  22.8016  6.0172  23.6713
H  20.8004  5.1908  27.4489
H  21.6086  6.5490  26.5688
H  23.6985  6.2083  27.7645
H  23.3973  4.4370  27.7499
H  22.5842  5.5809  28.9120
H  22.3822  7.0022  23.4662
H  22.9565  5.5309  22.7082
H  23.5886  5.9959  24.4252
N  24.3442  8.4243  19.9169
C  25.2781  8.0336  19.0010
C  26.3756  7.2169  19.2827
C  26.5000  6.8361  20.6499
C  25.6142  7.3145  21.6104
C  24.4600  7.9772  21.2319
H  25.1318  8.2723  17.9580
H  27.0546  6.8843  18.5116
H  27.1887  6.0563  20.9399
H  25.6848  6.7949  22.5546
H  23.6620  8.1103  21.9474
N  25.2527  7.7423  30.5597
C  24.0997  8.2809  30.9961
C  23.2953  9.1601  30.3292
C  23.7450  9.5700  29.0799
C  24.8427  8.9775  28.4520
C  25.6190  8.1373  29.2875
H  23.7831  8.0718  32.0072
H  22.3402  9.5324  30.6692
H  23.1422  10.2907  28.5474
H  25.0888  9.2552  27.4378
H  26.5072  7.7576  28.8044



Entry 2:
# C25H33Cl24FN2O2S

9 unconnected molecules or ions with the total composition C25H33Cl24FN2O2S at a distorted geometry (ωB97M-V/def2-TZVPD, OMol25).

Values from the calculation:
Spin multiplicity   1
Kohn-Sham gap   0.289 Eh
E_tot   -347618.401 eV

Geometry (Å):
C  3.4590  4.7699  -0.8492
C  2.4424  5.1441  -1.3931
C  0.9989  5.4649  -1.9194
C  0.3132  4.1604  -2.5751
C  -1.0618  3.8893  -1.8287
C  -1.5522  2.3627  -1.9218
C  -1.6158  2.1032  -3.4864
C  -2.4167  0.8036  -3.9131
F  -1.8793  0.2914  -5.1213
C  -3.0110  2.2358  -1.2507
C  -3.6372  3.5203  -0.5365
C  -3.0436  3.8187  0.8934
N  -3.7471  3.6827  1.9667
N  -3.0490  1.0548  -0.3318
C  -1.8770  0.4800  -0.1868
C  -0.8019  1.2773  -1.0386
C  -0.0129  0.0816  -1.7397
S  1.4293  0.6124  -2.7652
C  1.7302  -0.6978  -4.0468
C  2.8411  -1.7559  -3.5807
C  0.1946  1.7281  0.0944
O  1.0706  2.5871  -0.0158
O  0.0681  1.0608  1.2485
H  4.2969  4.7006  -0.1259
H  1.1190  6.2636  -2.7023
H  0.4288  5.8598  -1.0361
H  0.1518  4.2952  -3.6871
H  1.0551  3.3299  -2.4282
H  -1.8468  4.5108  -2.3675
H  -0.9271  4.2306  -0.7611
H  -2.1576  2.9995  -3.9304
H  -0.6127  2.0599  -3.9908
H  -2.5339  0.0345  -3.0965
H  -3.4751  1.1415  -4.1610
H  -3.8559  1.9661  -1.9681
H  -3.6540  4.4285  -1.2155
H  -4.7366  3.2691  -0.3722
H  -1.9950  4.2104  1.0720
H  -4.6880  3.3546  1.7031
H  -3.8518  0.6287  0.1374
H  -1.7196  -0.4456  0.4572
H  0.4116  -0.5541  -0.8933
H  -0.6663  -0.6212  -2.3401
H  0.7854  -1.2824  -4.2730
H  2.1330  -0.2551  -5.0086
H  2.9004  -2.5726  -4.3636
H  3.8617  -1.2919  -3.4929
H  2.5036  -2.2563  -2.6232
C  5.6314  -4.7307  -3.9054
Cl  4.8191  -4.2092  -2.4246
Cl  4.6295  -5.8910  -4.7876
Cl  6.0180  -3.3405  -4.9273
H  6.5608  -5.2213  -3.6312
C  -3.1209  -2.9629  2.4135
Cl  -3.8880  -2.4544  3.9238
Cl  -4.1155  -4.1606  1.5764
Cl  -2.8204  -1.5626  1.3674
H  -2.1662  -3.4195  2.6505
C  1.0283  -4.0276  4.0554
Cl  0.9594  -5.5697  3.1897
Cl  -0.6008  -3.4860  4.4867
Cl  2.0362  -4.1682  5.4956
H  1.4722  -3.2842  3.3976
C  1.6719  -3.9703  -0.1188
Cl  3.2724  -3.2248  0.0021
Cl  0.4271  -2.7374  -0.3858
Cl  1.6371  -5.1756  -1.4093
H  1.4587  -4.4706  0.8209
C  5.3194  -2.0843  6.8429
Cl  5.4327  -2.7603  5.2134
Cl  4.2731  -3.0828  7.8620
Cl  6.9254  -1.9307  7.5642
H  4.8809  -1.0931  6.7715
C  -2.3161  -4.3915  7.6558
Cl  -2.8322  -5.9471  6.9902
Cl  -3.6803  -3.5538  8.4067
Cl  -1.0072  -4.6180  8.8214
H  -1.9443  -3.7758  6.8400
C  -7.9652  -2.4635  4.2147
Cl  -7.7648  -3.2054  5.8063
Cl  -6.8847  -3.2196  3.0373
Cl  -9.6473  -2.5781  3.6818
H  -7.7030  -1.4123  4.2928
C  6.1358  5.5322  -3.9372
Cl  6.5850  4.0495  -4.7959
Cl  5.8174  6.8421  -5.0862
Cl  4.7249  5.2531  -2.8978
H  6.9713  5.8271  -3.3085



Entry 3:
# C6H14O

2 unconnected molecules or ions with the total composition C6H14O at a distorted geometry (ωB97M-V/def2-TZVPD, OMol25).

Values from the calculation:
Spin multiplicity   1
Kohn-Sham gap   0.315 Eh
ΔE to the lowest compared entry with this formula, charge and spin   53.0 kcal per mole
E_tot   -8494.592 eV

Geometry (Å):
C  0.1519  -0.1038  0.8795
C  0.8422  0.0593  -0.2965
C  -2.1914  0.8504  -0.5334
C  -0.4714  -1.3882  1.3350
C  1.6824  1.2912  -0.5114
C  1.2170  -1.1297  -1.1486
O  0.1521  0.9152  1.7886
H  -0.5887  0.7908  2.3947
H  -0.8900  0.7239  -0.4345
H  0.1457  -1.8247  2.1257
H  -2.3281  1.7701  -1.0987
H  -2.9140  0.8598  0.2802
H  -2.3870  -0.0135  -1.1661
H  -0.5837  -2.1076  0.5319
H  -1.4700  -1.2054  1.7323
H  1.5980  1.6093  -1.5521
H  2.7392  1.1041  -0.3080
H  1.3460  2.1151  0.1135
H  1.9465  -1.7771  -0.6556
H  1.6550  -0.7968  -2.0881
H  0.3482  -1.7425  -1.3885



Entry 4:
# C3H3NS2

C3H3NS2 in the gas phase at a distorted geometry (ωB97M-V/def2-TZVPD, OMol25).

Values from the calculation:
Spin multiplicity   1
Kohn-Sham gap   0.306 Eh
ΔE to the lowest compared entry with this formula, charge and spin   50.2 kcal per mole
E_tot   -26317.112 eV

Geometry (Å):
C  1.2274  -3.0592  0.2413
C  0.0278  -0.6006  -1.5501
C  -0.0736  0.0244  -0.2541
N  1.0344  -3.2257  -0.9334
S  0.4994  -1.9764  -2.1819
S  1.1845  -3.0552  1.8148
H  0.8594  0.4808  -0.0316
H  -0.6498  0.9028  -0.2000
H  -0.2361  -0.6625  0.6126